Below is 11 unconnected molecules or ions with the total composition C20H42BF4N6O4 in a non-equilibrium geometry, with properties calculated with ωB97M-V/def2-TZVPD.

Results
- ΔE to the lowest compared entry with this formula, charge and spin: 57.4 kcal per mole
- HOMO: -7.451 eV
- 2S+1: 1
- Gap between HOMO and LUMO: 9.5797 eV
- DFT total energy: -1840.95537 Ha
- Molar mass: 517.4 g mol⁻¹
- Charge: -1

Last column: Löwdin charge in e.
Positions of all 77 atoms, in Å:
B  -0.753  0.268  -0.253  -1.31
F  -2.060  0.279  0.029  0.19
F  -0.529  0.630  -1.631  0.07
F  0.029  1.047  0.565  0.14
F  -0.376  -1.122  -0.217  0.06
C  2.541  1.532  -1.124  -0.08
C  3.441  1.188  -2.265  -0.30
N  4.013  0.798  -3.198  0.13
H  1.765  2.349  -1.362  0.10
H  2.179  0.561  -0.709  0.06
H  3.412  2.029  -0.334  0.15
C  1.565  -2.007  -2.649  -0.05
C  1.837  -2.574  -4.140  -0.23
N  2.024  -2.935  -5.260  0.06
H  1.096  -2.796  -2.189  0.00
H  2.643  -1.709  -2.397  0.08
H  0.686  -1.181  -2.633  0.11
C  -3.322  1.455  -3.057  -0.06
C  -3.741  2.812  -3.287  -0.23
N  -4.218  3.889  -3.540  0.10
H  -2.519  1.344  -3.683  0.04
H  -2.955  1.637  -2.219  -0.02
H  -3.890  0.520  -3.191  0.10
C  -2.864  -2.778  -1.842  -0.06
C  -2.538  -1.989  -3.068  -0.30
N  -2.278  -1.417  -4.028  0.15
H  -3.317  -2.123  -1.061  0.08
H  -3.276  -3.862  -2.214  0.14
H  -1.813  -2.790  -1.459  0.06
C  -2.040  -2.682  2.367  0.00
C  -2.941  -3.546  3.241  -0.22
N  -3.507  -4.282  3.883  0.11
H  -1.914  -2.574  1.395  0.02
H  -2.302  -1.735  2.773  0.04
H  -1.176  -2.648  2.817  0.03
C  -1.545  3.729  1.480  -0.04
C  -1.897  4.831  2.403  -0.29
N  -2.198  5.556  3.247  0.11
H  -0.467  3.679  1.498  0.08
H  -2.076  2.787  1.568  0.07
H  -1.744  4.347  0.654  0.06
C  1.561  1.892  -6.016  -0.08
C  0.826  1.302  -4.863  -0.36
O  0.533  2.220  -3.854  -0.09
H  1.492  1.171  -6.699  0.03
H  2.525  2.390  -5.725  0.10
H  0.989  2.777  -6.344  0.08
H  1.641  0.793  -4.506  0.05
H  -0.091  0.737  -5.103  0.13
H  0.091  1.697  -3.147  0.05
C  3.777  -3.578  0.891  -0.12
C  2.808  -2.376  1.008  -0.34
O  1.504  -2.865  0.671  -0.13
H  4.707  -3.092  1.047  0.04
H  3.765  -4.261  0.020  0.07
H  3.262  -4.318  1.747  0.13
H  3.441  -1.799  0.198  0.13
H  2.664  -2.005  2.078  0.13
H  0.890  -2.097  0.791  0.06
C  -2.236  0.910  3.746  -0.07
C  -2.137  -0.020  4.967  -0.37
O  -3.088  0.423  5.789  0.00
H  -2.137  1.892  3.978  0.02
H  -3.296  0.714  3.238  0.14
H  -1.451  0.641  3.002  0.07
H  -1.187  0.042  5.527  0.13
H  -2.095  -0.841  4.404  0.03
H  -3.234  -0.160  6.493  0.07
C  3.105  0.691  4.302  -0.01
C  1.872  0.926  3.316  -0.35
O  2.399  0.927  2.074  -0.14
H  3.419  -0.179  4.128  -0.02
H  2.761  0.913  5.285  0.07
H  3.862  1.347  4.202  0.04
H  1.520  1.763  3.538  0.03
H  1.151  0.116  3.467  0.11
H  1.410  0.793  1.435  0.18

Atoms 1-2, force components in eV/Å:
0.7 -1.7 -2.5
-1.8 0.7 0.7



Below is C4H7N3S in the gas phase in a non-equilibrium geometry, with properties calculated with ωB97M-V/def2-TZVPD.

Results
- ΔE to the lowest compared entry with this formula, charge and spin: 85.3 kcal per mole
- HOMO: -8.301 eV
- 2S+1: 1
- Gap between HOMO and LUMO: 8.5950 eV
- Structure (SMILES): N[C@@H]1CC=NNC1=S
- DFT total energy: -718.96667 Ha
- Molar mass: 129.2 g mol⁻¹
- Charge: 0

Last column: Löwdin charge in e.
Positions of all 15 atoms, in Å:
N  -1.417  -1.466  -0.535  -0.06
C  -0.427  -0.492  -0.491  -0.43
C  1.159  -0.590  -0.377  -0.12
C  1.730  0.827  -0.185  -0.15
N  1.217  1.697  0.566  0.06
N  -0.007  1.405  1.114  -0.07
C  -0.859  0.655  0.569  -0.79
S  -2.438  0.667  1.076  0.63
H  -1.422  -2.297  0.204  0.15
H  -2.362  -1.046  -0.568  0.02
H  -0.537  0.021  -1.584  0.18
H  1.299  -1.093  -1.422  0.13
H  1.687  -1.375  0.350  0.15
H  2.677  0.993  -0.652  0.10
H  -0.300  2.094  1.934  0.20

Atoms 1-2, force components in eV/Å:
-0.4 -4.6 1.2
0.5 4.6 -0.8



Below is C2H4BrOP in the gas phase in a non-equilibrium geometry, with properties calculated with ωB97M-V/def2-TZVPD.

Results
- ΔE to the lowest compared entry with this formula, charge and spin: 13.0 kcal per mole
- HOMO: -9.009 eV
- 2S+1: 1
- Gap between HOMO and LUMO: 9.4421 eV
- Structure (SMILES): CP(Br)C=O
- DFT total energy: -3069.19291 Ha
- Molar mass: 154.9 g mol⁻¹
- Charge: 0

Last column: Löwdin charge in e.
Positions of all 9 atoms, in Å:
C  0.505  -0.133  -0.708  -0.43
P  -1.201  -0.706  -0.467  0.45
Br  -0.979  -2.516  0.631  0.29
C  -1.693  0.302  1.136  -0.50
O  -1.357  1.437  1.194  -0.02
H  1.337  -0.410  -0.007  0.05
H  0.706  0.958  -0.580  0.04
H  0.923  -0.251  -1.743  0.04
H  -2.197  -0.165  1.997  0.07

Atoms 1-2, force components in eV/Å:
2.9 1.5 -0.1
-0.8 1.7 0.0



Question: What is the formula in the third record?
Answer: C2H4BrOP



Question: Which formula does entry 3 have?
Answer: C2H4BrOP



Question: Which value of gap between HOMO and LUMO does entry 2 give?
Answer: 8.5950 eV



Question: Look up the DFT total energy of the third one.
Answer: -3069.19291 Ha